Record 1
Entry from OMol25: a single C3H9NO3 molecule in a non-equilibrium geometry (ωB97M-V/def2-TZVPD).

Spin multiplicity: 1
Relative energy (zero: lowest compared OMol25 entry of this formula, charge and spin), kcal/mol: 85.6
SMILES: C[C@H](O)[C@H](O)NO
HOMO level, eV: -9.58
Lowest unoccupied orbital energy, eV: 0.6941
Calculated total energy, eV: -10886.8688
Gap between HOMO and LUMO, eV: 10.279

Structure (XYZ):
```
16
Properties=species:S:1:pos:R:3:mulliken_charge:R:1
O -1.62522 -0.38878 -0.26281 -0.5463
O -1.23743 2.31740 -1.26041 -0.4242
O 0.12025 -0.96736 1.84085 -0.6030
N -0.17808 1.40537 -0.88370 -0.3340
C -0.70134 0.50943 0.27200 -0.1957
C 0.63857 -0.06436 0.60828 0.4949
C 1.34803 -0.98959 -0.35825 -1.3255
H 1.87070 -0.42694 -1.13601 0.3392
H 1.29565 0.65689 1.09269 0.2427
H 0.03002 0.91061 -1.75115 0.2539
H -1.13021 1.11330 1.07153 0.3638
H 0.76419 -1.66870 2.03154 0.2801
H -1.90133 -0.94039 0.49192 0.3742
H 0.65257 -1.69527 -0.81971 0.3209
H -2.05234 1.79175 -1.11845 0.3528
H 2.10599 -1.56335 0.18170 0.4062
```

=====

Record 2
Entry from OMol25: 2 unconnected molecules or ions with the total composition C3H9NO3 in a non-equilibrium geometry (ωB97M-V/def2-TZVPD).

Spin multiplicity: 1
Relative energy (zero: lowest compared OMol25 entry of this formula, charge and spin), kcal/mol: 22.3
SMILES: NC(=O)CCO.O
HOMO level, eV: -9.70
Lowest unoccupied orbital energy, eV: 0.4145
Calculated total energy, eV: -10889.6161
Gap between HOMO and LUMO, eV: 10.111

Structure (XYZ):
```
16
Properties=species:S:1:pos:R:3:mulliken_charge:R:1
O -0.33070 1.28339 2.48740 -0.6017
O -0.20738 -2.58364 -0.07361 -0.5155
O -0.07760 1.32751 -2.57489 -0.6421
N 0.63398 1.61559 0.46403 -0.3785
C 0.46053 -1.46123 0.52391 -0.4356
C -0.12238 0.86863 1.37060 0.4651
C -0.64199 -0.42289 0.82711 -0.4455
H 0.46250 -3.25188 -0.26375 0.3008
H -1.13916 -0.32930 -0.14907 0.2706
H 0.00009 1.75699 -3.43355 0.2948
H 0.28719 1.51767 -0.48183 0.1990
H 1.28049 -1.15951 -0.14597 0.3512
H 0.81982 -1.81559 1.48125 0.2884
H -0.97967 1.01196 -2.54719 0.3148
H -1.22549 -0.87154 1.63242 0.2709
H 0.77978 2.51385 0.88313 0.2634
```

=====

Record 3
Entry from OMol25: a molecular structure, C3H9NO4P in a non-equilibrium geometry (ωB97M-V/def2-TZVPD).

Spin multiplicity: 1
Relative energy (zero: lowest compared OMol25 entry of this formula, charge and spin), kcal/mol: 123.1
HOMO level (spin up / spin down), eV: -3.11 / -2.87
Lowest unoccupied orbital energy (spin up / spin down), eV: 3.5990 / 3.6139
Calculated total energy, eV: -22226.0500
Net charge: -1
Gap between HOMO and LUMO (spin up / spin down), eV: 6.714 / 6.480

Structure (XYZ):
```
18
Properties=species:S:1:pos:R:3:mulliken_charge:R:1
P -1.24755 -1.09064 -0.77161 0.7801
O -2.00614 1.76187 0.09585 -0.6531
O -2.55154 -0.69799 0.04866 -0.8534
O -1.21816 -2.41335 -1.41876 -0.7595
O -0.97849 0.04271 -1.91418 -0.5984
N 1.35548 -0.97756 -0.36429 -0.2825
C 2.54856 -0.37547 0.30647 -0.8900
C 0.13862 -0.88437 0.35220 -0.3254
C -0.92068 1.68916 0.85913 -0.6075
H -0.12724 2.32689 0.80167 0.4330
H 2.14184 0.28577 1.00481 0.3095
H 0.23374 -0.65292 1.43830 0.4492
H 3.10881 0.23042 -0.45680 0.3075
H 3.19525 -1.06263 0.82897 0.2452
H -2.58365 0.85014 0.13363 0.4479
H 1.38629 -0.79506 -1.33123 0.2787
H -1.40886 0.65110 -1.41216 0.4248
H -1.06628 1.11195 1.79933 0.2939
```

=====

Record 4
Entry from OMol25: a molecular structure, C3H9NOS in a non-equilibrium geometry (ωB97M-V/def2-TZVPD).

Spin multiplicity: 1
Relative energy (zero: lowest compared OMol25 entry of this formula, charge and spin), kcal/mol: 137.4
HOMO level, eV: -8.44
Lowest unoccupied orbital energy, eV: 0.5519
Calculated total energy, eV: -17624.2479
Gap between HOMO and LUMO, eV: 8.989

Structure (XYZ):
```
15
Properties=species:S:1:pos:R:3:mulliken_charge:R:1
S -0.01423 0.51990 -0.17351 0.6566
O 1.31161 1.12034 0.05618 -0.6967
N 0.20365 -1.05953 -0.01898 -0.2038
C -1.47372 0.71447 -2.05657 -0.6454
C 1.54698 -1.54322 0.27655 -0.7063
C -1.04600 1.02249 1.30392 -0.8551
H -1.77635 0.20363 1.48245 0.2911
H 1.62138 -2.34936 1.07790 0.2411
H -1.76659 1.74655 -2.02654 0.2319
H -0.57020 0.73802 -2.66470 0.2311
H -0.44772 -1.67772 -0.46441 0.2629
H 2.18414 -2.01051 -0.53319 0.2635
H -1.59598 1.92837 1.10869 0.3154
H 2.05619 -0.55462 0.57012 0.2880
H -0.23317 1.20120 2.06210 0.3259
```

=====

Record 5
Entry from OMol25: 2 unconnected molecules or ions with the total composition C3H9NOS in a non-equilibrium geometry (ωB97M-V/def2-TZVPD).

Spin multiplicity: 1
Relative energy (zero: lowest compared OMol25 entry of this formula, charge and spin), kcal/mol: 78.2
SMILES: CNSO.C=C
HOMO level, eV: -8.51
Lowest unoccupied orbital energy, eV: 0.8042
Calculated total energy, eV: -17626.8126
Gap between HOMO and LUMO, eV: 9.313

Structure (XYZ):
```
15
Properties=species:S:1:pos:R:3:mulliken_charge:R:1
S 2.36261 -0.66569 -0.34138 0.0686
O 1.20810 -1.73492 0.21514 -0.4340
N 1.97971 0.77510 0.55557 -0.3699
C -2.41870 -0.35856 -0.34120 -0.3015
C -2.28027 -1.52640 0.26875 -0.5650
C 1.36940 1.92039 -0.11015 -0.6863
H -1.75442 -1.61179 1.12772 0.3087
H 2.89778 0.90113 0.93083 0.2832
H 1.96830 2.77309 -0.01278 0.3526
H 0.89379 -2.24528 -0.50837 0.3170
H -3.02613 -0.18647 -1.29388 0.2035
H 1.33863 1.65901 -1.08203 0.3115
H -2.95105 -2.42986 0.07869 0.2094
H 0.38366 2.14400 0.44974 0.1505
H -1.97143 0.58624 0.06336 0.1514
```

=====

Record 6
Entry from OMol25: a molecular structure, C3H9NOS in a non-equilibrium geometry (ωB97M-V/def2-TZVPD).

Spin multiplicity: 1
Relative energy (zero: lowest compared OMol25 entry of this formula, charge and spin), kcal/mol: 172.7
HOMO level, eV: -9.93
Lowest unoccupied orbital energy, eV: -3.5382
Calculated total energy, eV: -17622.7159
Gap between HOMO and LUMO, eV: 6.389

Structure (XYZ):
```
15
Properties=species:S:1:pos:R:3:mulliken_charge:R:1
S 1.42403 2.95049 -1.35029 -0.1695
O -0.82380 -2.00319 1.13579 -0.4978
N -0.32528 1.47329 0.26084 -0.6511
C 1.16868 -0.52065 0.06387 -1.2486
C -1.31998 -0.79235 0.03357 -0.9061
C -0.14245 0.16088 -0.32939 0.7426
H -1.20238 -1.18334 1.38842 0.2538
H 1.33843 -0.75135 1.11508 0.3521
H 2.12096 -0.05695 -0.23087 0.3431
H -1.36787 -1.60997 -0.69160 0.3185
H -0.18392 2.18092 -0.50445 0.2337
H 1.17519 -1.51752 -0.40155 0.3766
H -2.29633 -0.33409 0.23399 0.4012
H -0.09842 0.15853 -1.42533 0.1198
H 0.53312 1.84529 0.70191 0.3316
```

=====

Record 7
Entry from OMol25: 2 unconnected molecules or ions with the total composition C3H9NOS in a non-equilibrium geometry (ωB97M-V/def2-TZVPD).

Spin multiplicity: 1
Relative energy (zero: lowest compared OMol25 entry of this formula, charge and spin), kcal/mol: 177.5
HOMO level (spin up / spin down), eV: -9.26 / -9.95
Lowest unoccupied orbital energy (spin up / spin down), eV: -0.9678 / -0.9210
Calculated total energy, eV: -17622.5093
Gap between HOMO and LUMO (spin up / spin down), eV: 8.289 / 9.025

Structure (XYZ):
```
15
Properties=species:S:1:pos:R:3:mulliken_charge:R:1
S -1.29106 0.02828 0.41284 0.6151
O -1.81860 1.14939 -0.42025 -0.5806
N -1.96622 -1.34405 0.36234 -0.6365
C 0.47199 -0.07634 0.10245 0.1718
C 0.88140 1.40758 0.14619 -0.8878
C 0.93434 -0.94973 -0.95044 -1.0264
H -1.08685 0.48612 1.73044 0.1417
H 1.95709 1.55723 -0.01076 0.3693
H -2.91508 -1.41825 -0.01677 0.2633
H -0.03048 -1.43748 -1.31091 0.3114
H 1.19445 -0.48429 -2.00763 0.2853
H 0.38633 1.70929 1.17730 0.2052
H 1.35284 -0.71197 2.16819 0.0836
H 1.71893 -1.66710 -0.72081 0.2872
H 0.21092 1.75131 -0.66217 0.3974
```

=====

Record 8
Entry from OMol25: 2 unconnected molecules or ions with the total composition C3H9NOS in a non-equilibrium geometry (ωB97M-V/def2-TZVPD).

Spin multiplicity: 1
Relative energy (zero: lowest compared OMol25 entry of this formula, charge and spin), kcal/mol: 16.9
SMILES: NC=O.CCS
HOMO level, eV: -8.64
Lowest unoccupied orbital energy, eV: 0.7210
Calculated total energy, eV: -17629.4729
Gap between HOMO and LUMO, eV: 9.364

Structure (XYZ):
```
15
Properties=species:S:1:pos:R:3:mulliken_charge:R:1
S -0.79772 -2.43738 -2.23667 -0.2675
O 0.89733 -0.05575 1.25994 -0.4962
N 0.75297 2.03261 2.21757 -0.3995
C 0.05652 -0.91223 -1.68047 -0.2209
C 1.00494 0.68758 2.24730 0.0908
C -1.07454 -0.12023 -1.00462 -1.1665
H -1.90158 -0.01065 -1.72527 0.4619
H 0.16989 2.39614 1.42569 0.2388
H -0.73990 0.86070 -0.65752 0.1289
H 0.28759 -0.38363 -2.57912 0.2914
H -1.61396 -0.68781 -0.21339 0.3347
H 0.31595 -3.18380 -2.49987 0.1157
H 0.53448 2.51764 3.11151 0.2615
H 1.21849 0.37315 3.25270 0.2998
H 0.88954 -1.07634 -0.91779 0.3269
```

=====

Record 9
Entry from OMol25: 2 unconnected molecules or ions with the total composition C3H9NOS in a non-equilibrium geometry (ωB97M-V/def2-TZVPD).

Spin multiplicity: 1
Relative energy (zero: lowest compared OMol25 entry of this formula, charge and spin), kcal/mol: 13.5
SMILES: NC=O.CSC
HOMO level, eV: -8.52
Lowest unoccupied orbital energy, eV: 0.7938
Calculated total energy, eV: -17629.6174
Gap between HOMO and LUMO, eV: 9.310

Structure (XYZ):
```
15
Properties=species:S:1:pos:R:3:mulliken_charge:R:1
S -0.28430 2.59977 -1.49407 -0.0565
O 1.70944 -5.99693 1.12025 -0.5189
N -0.28216 -5.58318 2.17663 -0.3213
C -1.14361 3.50172 -0.21340 -0.8653
C 0.64026 -5.46768 1.18160 0.1465
C 0.90160 3.83702 -2.03175 -0.7934
H -0.12498 -6.12335 3.02707 0.2234
H -1.13857 -5.09065 2.12487 0.2068
H 1.83226 3.82809 -1.44741 0.2723
H -1.91977 2.83022 0.16426 0.2930
H -1.75890 4.29309 -0.64171 0.3052
H -0.48185 3.71610 0.61958 0.2932
H 0.28020 -4.78188 0.39845 0.2635
H 0.47749 4.83354 -1.96284 0.2553
H 1.29287 3.60411 -3.02155 0.2962
```

=====

Record 10
Entry from OMol25: a single C3H9NOS molecule in a non-equilibrium geometry (ωB97M-V/def2-TZVPD).

Spin multiplicity: 1
Relative energy (zero: lowest compared OMol25 entry of this formula, charge and spin), kcal/mol: 23.0
SMILES: N[C@H](CO)CS
HOMO level, eV: -9.10
Lowest unoccupied orbital energy, eV: 0.8236
Calculated total energy, eV: -17629.2058
Gap between HOMO and LUMO, eV: 9.926

Structure (XYZ):
```
15
Properties=species:S:1:pos:R:3:mulliken_charge:R:1
S -2.33918 0.05597 0.12104 -0.2276
O 2.75594 -0.66099 0.20359 -0.4989
N 0.54479 0.84493 1.11051 -0.5228
C 0.42620 -0.19690 0.11882 0.3484
C 1.70227 -0.31079 -0.68674 -0.8048
C -0.75640 0.01176 -0.82600 -0.8765
H -0.32758 1.32636 1.28083 0.2263
H 0.39072 -1.18122 0.59928 0.1636
H 3.57709 -0.42229 -0.16795 0.2973
H 1.66298 -1.06900 -1.48306 0.3610
H 1.93257 0.60876 -1.23729 0.4085
H 1.18390 1.58235 0.90264 0.2234
H -0.86487 -0.82210 -1.51815 0.3621
H -0.59459 0.90997 -1.41555 0.4023
H -2.83049 1.20997 -0.36586 0.1377
```

=====

Copy entry 9 word for word.
Entry from OMol25: 2 unconnected molecules or ions with the total composition C3H9NOS in a non-equilibrium geometry (ωB97M-V/def2-TZVPD).

Spin multiplicity: 1
Relative energy (zero: lowest compared OMol25 entry of this formula, charge and spin), kcal/mol: 13.5
SMILES: NC=O.CSC
HOMO level, eV: -8.52
Lowest unoccupied orbital energy, eV: 0.7938
Calculated total energy, eV: -17629.6174
Gap between HOMO and LUMO, eV: 9.310

Structure (XYZ):
```
15
Properties=species:S:1:pos:R:3:mulliken_charge:R:1
S -0.28430 2.59977 -1.49407 -0.0565
O 1.70944 -5.99693 1.12025 -0.5189
N -0.28216 -5.58318 2.17663 -0.3213
C -1.14361 3.50172 -0.21340 -0.8653
C 0.64026 -5.46768 1.18160 0.1465
C 0.90160 3.83702 -2.03175 -0.7934
H -0.12498 -6.12335 3.02707 0.2234
H -1.13857 -5.09065 2.12487 0.2068
H 1.83226 3.82809 -1.44741 0.2723
H -1.91977 2.83022 0.16426 0.2930
H -1.75890 4.29309 -0.64171 0.3052
H -0.48185 3.71610 0.61958 0.2932
H 0.28020 -4.78188 0.39845 0.2635
H 0.47749 4.83354 -1.96284 0.2553
H 1.29287 3.60411 -3.02155 0.2962
```